Record 1
Below is a single C19H26N2O3 molecule, with properties calculated with the ωB97M-V functional and the def2-TZVPD basis.

```
! wB97M-V def2-TZVPD RIJCOSX def2/J DEFGRID3
* xyz 0 1
H -0.25534 2.16897 0.30105
C -0.84139 1.33355 -0.09674
C -6.50706 -0.37119 1.77145
C -5.27943 0.17682 1.05409
C -5.56779 0.45164 -0.42084
C 2.24384 1.03894 0.04185
H 1.28027 0.22939 -1.69482
H -0.46758 1.93993 -2.12979
H 4.28166 -3.60074 -0.64799
C 1.28924 0.05902 -0.61213
C 3.32034 -3.28198 -0.25483
H -1.69056 1.15768 0.56610
H -6.39623 1.16213 -0.48713
O 3.73412 -1.26754 -1.48111
C 1.72147 -1.35722 -0.28931
C 2.99806 -1.89776 -0.74788
H 4.99957 2.89185 -0.51828
H -3.96470 1.86261 -0.59628
C 2.85156 2.11020 1.95395
H -4.69459 1.41058 -2.13768
C -3.27264 -0.01867 -1.40376
H 2.54179 -3.97380 -0.56778
H 3.34269 -3.28620 0.83246
C 3.93893 2.71281 1.34156
C -0.37798 -0.97220 0.61685
H 2.62325 2.28257 2.99758
H -3.70190 -0.84913 -1.97032
C 4.16331 2.44584 -0.00029
C -1.32574 1.66772 -1.51032
C -2.07399 0.51719 -2.18826
C 0.75215 -1.92798 0.45829
H -1.37691 -0.30819 -2.35528
O 0.64898 -3.13407 1.00908
C 3.29761 1.59796 -0.67072
H -6.82730 -1.30681 1.31780
H -4.96476 1.10571 1.53624
H -0.21673 -3.15917 1.46122
N -0.03995 0.13853 -0.05520
H 4.59003 3.36857 1.89797
H -1.97038 2.54466 -1.44632
N 2.02782 1.29210 1.32411
H -4.46166 -0.53853 1.14814
H -7.33282 0.33566 1.71401
C -4.36354 1.02398 -1.16981
H 3.44541 1.35421 -1.70993
H -2.93391 -0.42050 -0.45035
H -2.41250 0.86339 -3.16826
H -6.28635 -0.55699 2.81995
H -5.88904 -0.47334 -0.90557
O -1.40606 -1.22702 1.22198
*
```

The calculation puts the LUMO energy at 0.129 eV. The highest occupied orbital energy is -0.343 hartree. For the orbital gap, the calculation gives 9.46 eV. The value obtained for the maximum force is 0.6 eV/Å.

=====

Record 2
Below is a single C6H12O molecule in a non-equilibrium geometry, with properties calculated with the ωB97M-V functional and the def2-TZVPD basis.

```
! wB97M-V def2-TZVPD RIJCOSX def2/J DEFGRID3
* xyz 0 1
H -1.03906 1.44825 0.39033
H -0.07766 -2.52990 -1.41078
C 0.90644 0.37827 0.32385
C -0.03789 -1.94863 -0.49514
H -0.01580 1.96634 -0.82314
H 1.62466 -0.82213 -1.26794
H 1.65243 2.89281 1.17517
C 0.62553 -0.60795 -0.85914
H -1.99854 -2.58243 0.33380
C -1.46745 -1.67128 0.03217
H -2.04413 -1.54380 -0.89878
H 0.70686 -0.22700 1.22136
C 0.02092 1.59798 0.22840
H 0.45734 -2.41547 0.36000
H 0.00131 -0.11680 -1.63435
O -0.11333 3.73435 1.29423
H -1.76384 -0.90834 0.73609
C 0.57602 2.79160 0.97946
H 1.98617 0.56411 0.31444
*
```

The calculation puts the LUMO energy at 1.047 eV. The highest occupied orbital energy is -0.355 hartree. For the orbital gap, the calculation gives 10.72 eV. The value obtained for the maximum force is 3.2 eV/Å.

=====

Record 3
Below is C10H17CrO8 as an isolated structure in a non-equilibrium geometry, with properties calculated with the ωB97M-V functional and the def2-TZVPD basis.

```
! wB97M-V def2-TZVPD RIJCOSX def2/J DEFGRID3
* xyz 0 4
H -4.26321 4.24451 1.75008
Cr -1.48552 2.37928 -1.44194
C -1.77905 -1.19224 1.17386
O 3.01473 1.64300 -1.49493
H 3.54064 -2.18944 0.22440
C 2.34242 -0.55102 -0.46457
C 4.29266 -1.49579 -1.66127
H -0.77521 -3.67101 1.90501
O -0.32344 -3.24712 -1.08683
O -1.80220 -2.01008 -0.05129
H 2.38389 -2.67887 -1.02608
H 0.22576 -0.70357 1.71582
C 3.18904 0.45101 -1.20958
O -0.33746 3.88532 -2.20463
C -4.39673 3.32821 1.17503
O -2.97310 1.81998 -0.04347
H -0.16721 1.35097 0.45568
C -0.45909 -1.52272 1.93505
H 5.30185 -1.90460 -1.61117
H -0.74505 -1.31113 2.96537
H -1.80413 -0.15572 0.83756
H 0.82847 -3.34108 1.17145
O 4.22743 -0.13880 -1.82754
H -4.44478 2.45130 1.82064
H -2.71674 -1.35711 1.70458
C 3.07093 -1.89257 -0.71333
O -2.36656 3.75253 -0.11047
H 4.03986 -1.95790 -2.61555
C -3.16069 2.98645 0.36261
C -0.69148 -2.77281 -0.03501
H 2.43810 -0.44400 0.61593
O 0.01083 1.99751 -0.25483
H -0.16030 4.37061 -3.03387
C -0.16703 -2.94306 1.36807
H -5.16552 3.38415 0.40436
H 1.27802 -0.56412 -0.69902
*
```

Its expectation value of S² is 3.842. The calculation puts the LUMO energy (spin up / spin down) at -1.743 / -0.986 eV. The highest occupied orbital energy (spin up / spin down) is -0.349 / -0.355 hartree. For the orbital gap (spin up / spin down), the calculation gives 7.76 / 8.68 eV. The value obtained for the maximum force is 6.1 eV/Å.

=====

Record 4
Below is an isolated ion of composition C5H11NO and charge +1 in a non-equilibrium geometry, with properties calculated with the ωB97M-V functional and the def2-TZVPD basis.

```
! wB97M-V def2-TZVPD RIJCOSX def2/J DEFGRID3
* xyz 1 2
H 0.30986 -0.47740 2.30683
C 2.20047 0.61805 0.09980
H 0.75461 -0.99654 -1.06665
H -2.65264 0.18456 -1.69758
H 0.19938 1.31496 0.28172
H -1.76534 -0.55462 0.54248
C -1.61029 0.34794 -1.39933
N 0.76428 0.39757 2.03371
C -1.24644 -0.74807 -0.40179
H 0.57556 -1.78098 0.45352
H -1.53074 1.35433 -1.00876
H -1.09994 0.29062 -2.35564
H 2.90721 0.72521 0.94260
C 0.25544 -0.88065 -0.10372
H 0.09080 1.04171 2.44864
C 0.74459 0.42172 0.58346
H -1.60108 -1.72786 -0.70047
O 2.70429 0.46947 -0.95881
*
```

Its expectation value of S² is 0.758. The calculation puts the LUMO energy (spin up / spin down) at -5.145 / -9.240 eV. The highest occupied orbital energy (spin up / spin down) is -0.581 / -0.574 hartree. For the orbital gap (spin up / spin down), the calculation gives 10.67 / 6.38 eV. The value obtained for the maximum force is 2.8 eV/Å.

=====

Record 5
Below is a 2-piece molecular cluster, C18H37N4 overall, with properties calculated with the ωB97M-V functional and the def2-TZVPD basis.

```
! wB97M-V def2-TZVPD RIJCOSX def2/J DEFGRID3
* xyz 1 1
H 1.33643 2.17368 3.79193
N 0.93965 -0.63557 1.97815
H -4.34471 -1.05514 3.63647
H -2.68143 0.80048 5.02609
H 0.01120 1.79971 1.10565
N 2.11271 -0.41995 -3.59436
H 3.76343 -1.41409 -6.45700
H 0.44161 0.54144 -2.86176
H 1.21817 -2.34909 -3.75892
H 3.53639 -1.91058 -1.80614
C -3.45791 0.81269 4.27345
H -1.91613 0.68062 0.75807
H -3.37602 -0.96501 1.45401
C -3.47122 -0.45499 3.41692
H 2.39102 0.85457 1.80676
H 1.31417 1.42910 -4.08141
C -0.37979 -2.39573 1.75055
H -1.08690 3.21751 3.55570
H -4.30103 2.29165 3.14119
C 3.11573 -0.42913 -4.64751
C -0.07620 -0.01421 -4.86743
C 2.97168 -2.49740 -2.53222
H -0.97785 -3.26428 1.96398
H 3.30378 0.60632 -4.94126
H -0.98230 0.58664 -4.76334
N -3.35958 2.08043 3.46446
H 2.63333 -3.41097 -2.04206
H 0.28576 0.12758 -5.88381
C -2.44505 2.06834 2.25480
C 0.12201 2.35011 2.03339
H 0.40048 -1.76285 3.73196
C 0.66907 -0.76394 0.64690
C 1.73190 0.43960 2.55870
H -2.60000 -1.05986 3.69797
H 3.64575 -2.79250 -3.33662
H -3.02899 2.53624 1.47045
H -1.37067 0.20240 2.39888
H -0.36197 -1.05911 -4.74489
C 2.83542 -1.26686 -5.90201
N -3.40067 -0.11986 2.00655
H 4.05727 -0.77092 -4.21167
C 0.31875 -1.63616 2.66949
H 0.80134 3.17166 1.81682
H 2.13325 -0.77901 -6.57569
H 2.44566 -2.25556 -5.65674
H -3.10509 2.83416 4.10015
H 1.05551 -0.10876 -0.11127
H 2.31276 0.03421 3.38017
H -1.36220 3.89821 1.98587
C -2.17415 0.64407 1.80625
H -4.39565 0.87983 4.81653
H 0.03550 0.98531 3.71043
C 0.79342 1.50659 3.12698
H -0.54412 -2.21700 -0.46441
C 1.77070 -1.71719 -3.04577
C -0.16040 -1.85084 0.46699
C -1.20053 2.95663 2.50249
C 0.95705 0.42818 -3.82375
H 1.09962 -1.56140 -2.19514
*
```

The calculation puts the LUMO energy at -2.937 eV. The highest occupied orbital energy is -0.361 hartree. For the orbital gap, the calculation gives 6.88 eV. The value obtained for the maximum force is 0.9 eV/Å.

=====

Record 6
Below is a single C4H4N2O2 molecule in a non-equilibrium geometry, with properties calculated with the ωB97M-V functional and the def2-TZVPD basis.

```
! wB97M-V def2-TZVPD RIJCOSX def2/J DEFGRID3
* xyz 0 1
N 0.29714 2.26620 0.01116
C -0.10829 0.00926 0.28194
O 0.28619 0.42960 -2.02319
O -0.03057 -1.63442 -1.32021
H -0.05601 2.03729 -0.98490
C 0.06605 -0.32270 -1.10310
H 0.28621 -1.61723 -2.22299
N -0.11129 1.24936 0.79378
H -0.21740 3.21175 0.39928
C -0.08842 -1.87906 2.10424
C -0.19397 -0.94317 1.31601
H -0.12962 -2.80688 2.74797
*
```

The calculation puts the LUMO energy at -0.336 eV. The highest occupied orbital energy is -0.330 hartree. For the orbital gap, the calculation gives 8.64 eV. The value obtained for the maximum force is 4.5 eV/Å.

=====

Record 7
Below is C20H16N6OS2V as an isolated structure, with properties calculated with the ωB97M-V functional and the def2-TZVPD basis.

```
! wB97M-V def2-TZVPD RIJCOSX def2/J DEFGRID3
* xyz 1 3
H -7.28767 -1.12790 1.13296
C 1.95728 3.38280 -2.39005
C -5.26982 -1.35387 0.45638
C -1.69962 -1.02712 -0.23333
C -0.76639 -3.35687 -0.63109
H -4.91473 2.43232 1.06608
N 3.14055 -0.17140 1.88833
C 1.71834 -2.28429 -0.32463
H -3.12640 -2.46359 -0.38589
C 2.20739 -0.31408 2.77615
H 1.83948 -0.98469 4.66554
C 1.61007 -3.63803 -0.59558
H -7.06023 1.31254 1.52018
C -6.35273 -0.62536 0.92958
H -1.74704 -3.79195 -0.75440
H 2.50392 -4.23883 -0.67525
C -5.01709 1.36944 0.88567
H -5.35815 -2.42278 0.29991
C 4.35374 3.62922 -2.56393
N 2.71534 0.57664 0.79437
C -0.58346 -2.01392 -0.36710
C 0.34914 -4.17763 -0.75159
H 3.43172 -1.27121 4.07233
C 2.12273 2.45421 -1.36537
C 4.52025 2.72004 -1.54329
N 0.65010 -1.49383 -0.22332
N 2.46909 -1.04119 3.88563
C -3.94584 0.65140 0.38115
H 2.92829 4.68058 -3.77659
C -6.22546 0.73721 1.14575
C 3.06566 3.95957 -2.98137
V 0.70610 0.53685 0.35110
H 0.95737 3.64057 -2.71014
C 3.41549 2.11287 -0.92886
N -2.96893 -1.47560 -0.29632
H 0.21995 -5.23021 -0.96388
O 1.02934 1.90456 -0.82075
N -1.35101 0.19932 -0.05677
H 2.67878 -1.81157 -0.16929
H 5.51662 2.46827 -1.20017
S -2.45412 1.49990 -0.04019
C 3.64336 1.21675 0.17553
C -4.07694 -0.71400 0.17592
H 5.21315 4.08838 -3.03150
S 0.57939 0.35613 2.64150
H 4.66298 1.10038 0.53664
*
```

Its expectation value of S² is 2.020. The calculation puts the LUMO energy (spin up / spin down) at -4.089 / -4.000 eV. The highest occupied orbital energy (spin up / spin down) is -0.395 / -0.398 hartree. For the orbital gap (spin up / spin down), the calculation gives 6.65 / 6.83 eV. The value obtained for the maximum force is 0.3 eV/Å.